The following is a quantum chemistry calculation of C3H6N2O in the gas phase at a distorted geometry, from OMol25.

Values from the calculation:
LUMO level: 0.5 eV
SMILES: C=N/N=C\OC
F_max: 9.44 eV Å⁻¹
HOMO-LUMO gap: 9.53 eV
Relative energy (zero: lowest compared OMol25 entry of this formula, charge and spin): 542.1 kJ/mol
E: -8231.0800 eV

Structure (ORCA input):
```
! wB97M-V def2-TZVPD RIJCOSX def2/J DEFGRID3
* xyz 0 1
C 0.454 -0.100 2.223
N 0.058 0.259 0.947
N 1.296 -0.011 0.308
C 0.874 -0.152 -0.958
O -0.441 0.034 -1.539
C -1.796 0.068 -0.916
H -0.242 -0.247 3.011
H 1.610 -0.440 2.536
H 1.510 -0.266 -1.796
H -1.720 0.908 -0.033
H -2.364 0.138 -1.856
H -1.938 -0.993 -0.429
*
```

The following is a quantum chemistry calculation of C4H7NO in the gas phase, from OMol25.

Values from the calculation:
LUMO level: 1.0 eV
SMILES: O=CCN1CC1
F_max: 0.61 eV Å⁻¹
HOMO-LUMO gap: 10.09 eV
Relative energy (zero: lowest compared OMol25 entry of this formula, charge and spin): 274.1 kJ/mol
E: -7796.8031 eV

Structure (ORCA input):
```
! wB97M-V def2-TZVPD RIJCOSX def2/J DEFGRID3
* xyz 0 1
O -2.757 -0.414 1.363
C -1.944 -0.149 0.513
C -0.645 0.596 0.778
N 0.393 -0.200 0.209
C 0.747 -0.547 -1.123
C 1.743 0.038 -0.162
H -2.083 -0.468 -0.549
H -0.475 0.604 1.856
H -0.741 1.645 0.443
H 0.486 0.070 -1.984
H 0.711 -1.617 -1.301
H 2.450 -0.596 0.363
H 2.114 1.037 -0.406
*
```

The following is a quantum chemistry calculation of 2 unconnected molecules or ions with the total composition C4H12OS2 at a distorted geometry, from OMol25.

Values from the calculation:
LUMO level: 0.7 eV
SMILES: CCSSCC.O
F_max: 2.45 eV Å⁻¹
HOMO-LUMO gap: 8.91 eV
Relative energy (zero: lowest compared OMol25 entry of this formula, charge and spin): 45.8 kJ/mol
E: -28060.3915 eV

Structure (ORCA input):
```
! wB97M-V def2-TZVPD RIJCOSX def2/J DEFGRID3
* xyz 0 1
C 1.903 0.491 -0.519
C 1.679 0.336 -2.038
S 0.642 -1.094 -2.522
S -1.114 -0.339 -1.962
C -1.629 -1.337 -0.461
C -1.346 -0.641 0.800
H 2.201 -0.434 0.001
H 1.022 0.914 -0.007
H 2.731 1.216 -0.451
H 1.335 1.273 -2.518
H 2.724 0.159 -2.359
H -2.689 -1.569 -0.680
H -1.057 -2.282 -0.530
H -0.301 -0.300 0.890
H -1.529 -1.421 1.557
H -2.014 0.212 1.006
O -0.532 1.602 3.024
H -0.985 0.831 3.434
H -1.041 2.384 3.336
*
```

The following is a quantum chemistry calculation of a molecular structure, C20H28GdN2O3SSi at a distorted geometry, from OMol25.

Values from the calculation:
LUMO level (alpha / beta): -2.3 / -5.8 eV
<S²>: 16.07
F_max: 2.63 eV Å⁻¹
HOMO-LUMO gap (alpha / beta): 8.65 / 4.98 eV
E: -69859.7551 eV

Structure (ORCA input):
```
! wB97M-V def2-TZVPD RIJCOSX def2/J DEFGRID3
* xyz 1 8
Gd -7.598 6.768 8.655
C -6.088 8.996 8.041
Si -6.932 9.830 9.594
C -5.803 10.305 10.979
C -7.959 11.336 9.108
N -7.851 8.470 10.076
C -8.694 8.545 11.225
C -8.808 9.579 12.161
C -9.676 9.472 13.220
C -10.418 8.313 13.426
C -10.330 7.280 12.472
C -9.495 7.422 11.425
O -9.331 6.394 10.483
C -10.282 5.387 10.390
C -11.523 5.769 9.920
C -12.492 4.788 9.735
C -12.232 3.449 10.033
C -11.024 3.132 10.592
C -10.016 4.088 10.747
H -5.322 9.610 7.571
H -6.884 8.984 7.298
H -5.556 8.080 8.230
H -4.757 10.394 10.667
H -5.803 9.561 11.736
H -6.131 11.217 11.427
H -7.547 12.273 9.477
H -8.977 11.236 9.586
H -8.113 11.443 8.020
H -8.190 10.396 12.095
H -9.553 10.315 13.858
H -11.091 8.059 14.286
H -10.915 6.379 12.658
H -11.714 6.808 9.867
H -13.532 5.054 9.352
H -13.088 2.717 10.121
H -10.858 2.103 10.882
H -9.002 3.828 11.110
C -4.930 5.665 6.498
O -5.444 5.696 7.836
C -5.103 4.534 8.653
C -5.110 4.901 10.108
O -6.415 5.410 10.477
C -6.477 5.934 11.849
H -3.842 5.728 6.586
H -5.383 6.518 5.991
H -5.239 4.744 5.951
H -4.176 4.059 8.292
H -5.880 3.780 8.579
H -4.307 5.572 10.374
H -4.883 4.055 10.795
H -6.347 5.040 12.456
H -7.427 6.430 11.909
H -5.640 6.578 12.024
S -8.979 4.647 7.330
C -9.434 6.197 6.925
N -9.471 7.363 7.025
*
```

The following is a quantum chemistry calculation of a molecular structure, C16H30AuNO at a distorted geometry, from OMol25.

Values from the calculation:
LUMO level (alpha / beta): -6.3 / -8.9 eV
<S²>: 2.02
F_max: 1.94 eV Å⁻¹
HOMO-LUMO gap (alpha / beta): 8.28 / 6.05 eV
Relative energy (zero: lowest compared OMol25 entry of this formula, charge and spin): 0.0 kJ/mol
E: -24290.2896 eV

Structure (ORCA input):
```
! wB97M-V def2-TZVPD RIJCOSX def2/J DEFGRID3
* xyz 2 3
C -2.062 -0.386 -2.705
H -2.329 -1.447 -2.579
H -2.953 0.249 -2.780
H 0.198 -1.051 0.800
C -1.119 -0.209 -3.901
H -0.351 0.544 -3.685
H -0.592 -1.160 -4.045
C -1.862 0.169 -5.193
H -1.151 0.507 -5.960
H -2.396 -0.709 -5.578
H -2.594 0.969 -5.004
C 0.692 1.116 1.706
C 0.713 1.942 0.562
C -0.628 2.084 0.076
C -1.503 1.312 0.988
C -0.640 0.755 2.002
C -1.084 -0.003 3.189
C -2.931 1.666 1.242
C -1.099 3.229 -0.756
C 1.908 2.612 0.003
C 1.869 0.757 2.534
Au -1.212 0.065 -0.887
H -3.435 0.876 1.814
H -3.028 2.599 1.827
H -3.475 1.798 0.301
H -2.154 -0.233 3.124
H -0.549 -0.961 3.294
H -0.914 0.568 4.115
H 2.793 0.799 1.942
H 1.982 1.453 3.380
H 1.777 -0.253 2.958
H 1.725 2.925 -1.032
H 2.178 3.509 0.582
H 2.780 1.942 0.007
H -2.040 2.981 -1.261
H -1.265 4.143 -0.157
H -0.360 3.480 -1.531
C 1.309 -4.324 1.829
N 2.160 -3.441 1.022
C 3.547 -3.821 0.757
C 1.669 -2.308 0.607
O 0.432 -2.015 0.960
H 1.920 -5.183 2.102
H 0.442 -4.664 1.252
H 0.971 -3.819 2.740
H 3.735 -3.927 -0.319
H 4.246 -3.077 1.162
H 3.729 -4.778 1.248
H 2.227 -1.629 -0.045
*
```